Record 1
The molecule C21H17ClN2O, computed with ωB97M-V with the def2-TZVPD basis set.

Positions of all 42 atoms, in Å:
O (-0.98481, -2.34124, 0.65674)
C (-0.87506, -1.35124, -0.04662)
C (0.47050, -0.83670, -0.38719)
C (1.50640, -1.17119, 0.39148)
C (2.89279, -0.78684, 0.20930)
C (3.87504, -1.42361, 0.97343)
C (5.21062, -1.10584, 0.83339)
C (5.58430, -0.12615, -0.07436)
Cl (7.25189, 0.28481, -0.25368)
C (4.62958, 0.53145, -0.83618)
C (3.29754, 0.20010, -0.69342)
N (-1.96753, -0.69408, -0.56052)
C (-1.89372, 0.50651, -1.39003)
C (-2.02337, 1.73523, -0.52327)
C (-3.23360, 2.41305, -0.45686)
C (-3.37633, 3.51626, 0.36626)
C (-2.31083, 3.95078, 1.13574)
C (-1.10331, 3.27577, 1.08090)
C (-0.96083, 2.17287, 0.25767)
C (-3.27906, -1.10809, -0.26091)
C (-3.62123, -1.76196, 0.92412)
C (-4.94241, -2.11941, 1.11789)
C (-5.88530, -1.82005, 0.14554)
C (-5.44729, -1.15177, -0.98378)
N (-4.19041, -0.80202, -1.17982)
H (0.61581, -0.24874, -1.27733)
H (1.29754, -1.80133, 1.24753)
H (3.58155, -2.18665, 1.67899)
H (5.96068, -1.60887, 1.42332)
H (4.93223, 1.29737, -1.53308)
H (2.56502, 0.72747, -1.28466)
H (-0.96702, 0.52512, -1.95923)
H (-2.73056, 0.45394, -2.08900)
H (-4.06647, 2.06961, -1.05265)
H (-4.32180, 4.03678, 0.40817)
H (-2.42124, 4.81158, 1.77850)
H (-0.26926, 3.60771, 1.68165)
H (-0.01762, 1.64599, 0.22861)
H (-2.87700, -1.98451, 1.66746)
H (-5.23387, -2.62238, 2.02840)
H (-6.92313, -2.08726, 0.26501)
H (-6.12945, -0.87390, -1.77744)

HOMO, eV: -8.6
Lowest unoccupied orbital energy, eV: -0.2
Gap between HOMO and LUMO, eV: 8.4498
Total energy, Ha: -1455.3939

=====

Record 2
A 11-piece molecular cluster, CH26NO10 overall at a distorted geometry, computed with ωB97M-V with the def2-TZVPD basis set.

Positions of all 38 atoms, in Å:
C (-1.41417, -0.64897, 1.71041)
N (-2.23066, -0.12921, 0.57279)
H (-0.42599, -0.18925, 1.67910)
H (-1.89280, -0.38784, 2.65007)
H (-1.28987, -1.72766, 1.66138)
H (-1.77465, -0.39305, -0.29986)
H (-2.27450, 0.91212, 0.66457)
H (-3.17773, -0.54615, 0.60204)
H (-5.53550, -0.90685, 1.25579)
H (-5.18546, -1.91274, 0.09210)
O (-4.89664, -1.12655, 0.56531)
H (2.77927, -0.13008, 0.84805)
H (4.12224, 0.17566, 0.07319)
O (3.17282, 0.31259, 0.03556)
H (0.78269, 3.13182, -0.94565)
H (-0.34664, 2.20479, -1.64949)
O (-0.21597, 3.10417, -1.17142)
H (-0.24231, -3.25433, -1.53183)
H (0.69375, -2.04068, -1.40278)
O (-0.03080, -2.50823, -0.94187)
H (1.91887, -1.80840, 1.86944)
H (2.80657, -0.99430, 2.85392)
O (2.20765, -0.89029, 2.10754)
H (0.75893, -3.05763, 0.48592)
H (0.91715, -3.90631, 1.80464)
O (1.30835, -3.21045, 1.28518)
H (-1.18435, 2.88667, 0.25703)
H (-2.45582, 3.37439, 0.96860)
O (-1.85635, 2.61202, 0.92066)
H (2.30839, -0.27002, -1.26772)
H (2.40403, -0.70464, -2.78517)
O (1.79913, -0.63880, -2.03504)
H (0.30429, 0.22555, -2.19097)
H (-0.98386, 0.68390, -3.02590)
O (-0.60080, 0.62840, -2.13774)
H (2.85702, 3.48417, -0.17808)
H (2.64417, 1.92077, -0.34511)
O (2.32566, 2.81537, -0.64322)

HOMO (alpha / beta), eV: -17.1 / -17.1
Net charge: +2
Multiplicity: 2
Lowest unoccupied orbital energy (alpha / beta), eV: -5.8 / -12.9
Gap between HOMO and LUMO (alpha / beta), eV: 11.3480 / 4.2189
Total energy, Ha: -860.2336

=====

Record 3
A 2-piece molecular cluster, C7H13N overall at a distorted geometry, computed with ωB97M-V with the def2-TZVPD basis set.

Positions of all 21 atoms, in Å:
C (-1.09070, -0.70584, 1.68303)
C (-2.04435, -0.53904, 0.52648)
C (0.05833, 1.64082, -0.31809)
C (0.88961, 0.63501, -0.84879)
C (0.39950, -0.22556, -1.78136)
C (3.21916, -0.18620, -0.64543)
C (2.33192, 0.77557, -0.46057)
N (-3.35104, -0.90478, 0.67997)
H (-0.04984, -0.55184, 1.39368)
H (-1.34778, 0.01744, 2.46108)
H (-1.15344, -1.70241, 2.12095)
H (-1.64744, -1.05141, -0.40324)
H (0.19909, 2.00844, 0.68865)
H (-0.89656, 1.83951, -0.79773)
H (-0.60205, 0.01718, -2.12239)
H (0.81956, -1.12629, -2.19761)
H (3.01391, -1.08975, -1.21077)
H (4.28737, -0.04936, -0.56000)
H (2.57297, 1.69137, 0.05504)
H (-2.07347, 0.50120, 0.05317)
H (-3.53472, -0.99406, 1.68390)

HOMO, eV: -6.7
Energy relative to the best compared isomer or geometry (same formula, charge and spin), eV: 6.822
Lowest unoccupied orbital energy, eV: -2.1
Gap between HOMO and LUMO, eV: 4.6374
Total energy, Ha: -329.0208